C21H29FeN4O4S | the ωB97M-V functional and the def2-TZVPD basis

Structure (ORCA input):
```
! wB97M-V def2-TZVPD RIJCOSX def2/J DEFGRID3
* xyz 2 6
Fe -0.24 -0.63 -0.23
C -0.75 0.36 3.11
C -0.43 -0.88 2.58
C -1.40 -1.62 1.88
C -2.68 -1.10 1.73
C -2.99 0.15 2.26
C -2.04 0.87 2.95
H -0.01 0.92 3.66
H 0.54 -1.31 2.77
H -1.19 -2.64 1.59
H -3.45 -1.68 1.24
H -4.00 0.53 2.17
H -2.29 1.83 3.39
N -1.16 -2.26 -1.36
C -1.49 -1.95 -2.79
C -0.28 -1.37 -3.53
C 0.02 -0.01 -2.94
O -0.38 1.04 -3.37
O 0.69 -0.09 -1.78
H -0.50 -3.04 -1.35
H -2.00 -2.59 -0.89
H -2.31 -1.23 -2.78
H -1.84 -2.86 -3.28
H -0.51 -1.28 -4.59
H 0.58 -2.03 -3.40
O -2.02 0.43 -1.01
C -1.45 1.46 -0.55
O -0.47 1.35 0.23
C -1.89 2.83 -0.98
N -2.87 2.69 -2.12
C -2.39 3.57 -3.27
C -1.47 4.56 -2.59
C -0.76 3.70 -1.54
H -2.39 3.33 -0.14
H -3.82 2.94 -1.84
H -2.88 1.70 -2.38
H -3.26 4.00 -3.76
H -1.86 2.91 -3.95
H -2.04 5.36 -2.12
H -0.78 5.01 -3.30
H -0.30 4.28 -0.75
H -0.01 3.06 -2.00
N 3.02 -0.12 0.23
C 2.87 -1.36 0.71
S 1.50 -2.28 0.22
N 3.81 -1.85 1.50
C 3.86 -3.12 2.19
C 2.78 -3.60 2.91
C 2.92 -4.81 3.58
C 4.11 -5.51 3.54
C 5.19 -5.00 2.84
C 5.07 -3.80 2.15
H 2.44 0.17 -0.54
H 3.82 0.45 0.46
H 4.68 -1.33 1.54
H 1.86 -3.04 2.97
H 2.08 -5.19 4.15
H 4.21 -6.44 4.07
H 6.13 -5.53 2.82
H 5.91 -3.40 1.60
*
```

Values from the calculation:
Frontier orbital gap (spin up / spin down) (eV): 9.022 / 6.410
Lowest unoccupied orbital energy (spin up / spin down) (hartree): -0.176 / -0.271